*A*
Here is a 2-piece molecular cluster, C3H4O3 overall from the OMol25 dataset. Energies are from ωB97M-V with the def2-TZVPD basis set.

Results
**LUMO (alpha / beta)**: -0.060 / -0.059 eV
**HOMO level (alpha / beta)**: -7.65 / -7.65 eV
**Frontier orbital gap (alpha / beta)**: 7.595 / 7.595 eV

Atoms and positions in Å:
C1 1.54 0.65 -0.17
C2 -1.74 0.65 0.11
C3 -0.76 -0.28 -0.11
O1 -2.87 0.23 -0.23
O2 2.43 -0.23 -0.38
O3 -0.37 -1.49 0.08
H1 1.88 1.62 -0.39
H2 -1.38 1.66 0.20
H3 1.96 -1.04 -0.11
H4 -0.70 -1.79 1.00

Results of the Mulliken charge analysis, in e, for atoms 1 through 6: number 1, C, carries -0.237; number 2, C, carries 0.074; number 3, C, carries 0.191; number 4, O, carries -0.596; number 5, O, carries -0.346; number 6, O, carries -0.372

---

*B*
Here is one molecule with the formula C3H4O3 from the OMol25 dataset. Energies are from ωB97M-V with the def2-TZVPD basis set.

Results
**LUMO**: 0.701 eV
**Structure (SMILES)**: C=COC(=O)O
**HOMO level**: -9.85 eV
**Frontier orbital gap**: 10.551 eV

Atoms and positions in Å:
C1 0.02 0.71 1.29
C2 -0.85 0.84 0.30
O1 -1.06 -0.13 -0.65
C3 -0.03 -0.97 -0.87
O2 -0.08 -2.16 -0.72
O3 1.05 -0.29 -1.30
H1 0.19 1.50 2.00
H2 0.59 -0.21 1.41
H3 -1.50 1.69 0.13
H4 1.67 -0.97 -1.59

Results of the Mulliken charge analysis, in e, for atoms 1 through 6: number 1, C, carries -0.670; number 2, C, carries 0.046; number 3, O, carries -0.313; number 4, C, carries 0.629; number 5, O, carries -0.503; number 6, O, carries -0.409

---

*C*
Here is C3H4O3 as an isolated structure from the OMol25 dataset. Energies are from ωB97M-V with the def2-TZVPD basis set.

Results
**LUMO**: 0.420 eV
**HOMO level**: -10.80 eV
**Frontier orbital gap**: 11.223 eV

Atoms and positions in Å:
C1 0.56 0.01 -2.40
C2 0.08 0.22 -1.03
C3 0.09 -0.74 0.13
O1 0.43 -0.30 -3.53
O2 1.39 0.62 -1.54
O3 -0.88 1.73 -0.80
H1 0.30 -1.87 0.08
H2 -0.94 -0.44 0.52
H3 0.78 -0.38 0.88
H4 -0.79 1.98 -1.67

Results of the Mulliken charge analysis, in e, for atoms 1 through 6: number 1, C, carries 0.377; number 2, C, carries 0.801; number 3, C, carries -1.006; number 4, O, carries -0.476; number 5, O, carries -0.343; number 6, O, carries -0.537

---

*D*
Here is one molecule with the formula C3H4O3 from the OMol25 dataset. Energies are from ωB97M-V with the def2-TZVPD basis set.

Results
**LUMO**: 0.844 eV
**HOMO level**: -9.83 eV
**Frontier orbital gap**: 10.673 eV

Atoms and positions in Å:
C1 1.07 0.52 -1.32
O1 0.48 1.33 -0.28
C2 -0.34 0.87 0.61
O2 -0.51 -0.47 0.43
C3 -1.27 -0.96 1.49
O3 -1.23 -2.12 1.80
H1 1.68 1.22 -1.89
H2 1.69 -0.27 -0.88
H3 0.29 0.08 -1.94
H4 -1.87 -0.18 1.98

Results of the Mulliken charge analysis, in e, for atoms 1 through 6: number 1, C, carries -0.578; number 2, O, carries -0.067; number 3, C, carries -0.228; number 4, O, carries -0.154; number 5, C, carries 0.304; number 6, O, carries -0.425

---

Most stable structure - *B*; separation to the second - 168.9 kJ/mol.

---

*A*
Here is an isolated ion of composition C5H14N3 and charge +1 from the OMol25 dataset. Energies are from ωB97M-V with the def2-TZVPD basis set.

Results
**LUMO**: -3.725 eV
**Structure (SMILES)**: [H]/N=C\NCC[C@H](C)[NH3+]
**HOMO level**: -12.33 eV
**Frontier orbital gap**: 8.609 eV
**Net charge**: +1

Atoms and positions in Å:
H1 0.71 -3.23 2.44
N1 -0.30 -3.09 2.39
C1 -0.71 -2.00 1.92
N2 0.01 -0.97 1.33
C2 -0.65 0.34 1.24
C3 0.16 1.28 0.37
C4 0.05 1.10 -1.15
C5 -0.65 -0.16 -1.67
N3 1.44 1.11 -1.82
H2 -1.79 -1.85 1.93
H3 0.97 -0.85 1.58
H4 -1.66 0.19 0.84
H5 -0.72 0.75 2.23
H6 -0.20 2.27 0.59
H7 1.21 1.31 0.72
H8 -0.48 1.92 -1.60
H9 -1.48 -0.42 -1.01
H10 -0.04 -1.07 -1.68
H11 -1.10 0.01 -2.65
H12 1.73 0.14 -1.97
H13 2.15 1.65 -1.32
H14 1.35 1.58 -2.71

Results of the Mulliken charge analysis, in e, for atoms 1 through 6: number 1, H, carries 0.209; number 2, N, carries -0.620; number 3, C, carries 0.105; number 4, N, carries -0.216; number 5, C, carries -1.075; number 6, C, carries -1.017

---

*B*
Here is a 2-piece molecular cluster, C5H14N3 overall from the OMol25 dataset. Energies are from ωB97M-V with the def2-TZVPD basis set.

Results
**LUMO**: -8.282 eV
**HOMO level**: -13.21 eV
**Frontier orbital gap**: 4.928 eV
**Net charge**: +1

Atoms and positions in Å:
C1 -3.10 1.09 -0.10
C2 -1.71 0.45 0.20
C3 -0.56 1.40 -0.06
C4 0.80 0.76 0.29
C5 1.71 0.61 -0.78
N1 3.01 0.04 -0.55
N2 0.89 0.17 1.45
N3 0.55 -3.16 0.45
H1 -3.05 2.16 -0.02
H2 -3.25 0.89 -1.17
H3 -3.86 0.56 0.44
H4 -1.65 -0.52 -0.32
H5 -0.48 1.71 -1.09
H6 -0.68 2.29 0.52
H7 1.68 1.40 -1.53
H8 3.31 -0.81 -1.00
H9 3.65 0.79 -0.77
H10 1.83 -0.23 1.58
H11 1.24 -2.57 0.88
H12 0.73 -3.08 -0.54
H13 -1.55 0.13 1.31
H14 0.51 -4.10 0.80

Results of the Mulliken charge analysis, in e, for atoms 1 through 6: number 1, C, carries -1.211; number 2, C, carries -0.372; number 3, C, carries -0.729; number 4, C, carries 0.526; number 5, C, carries -0.082; number 6, N, carries -0.432

---

*C*
Here is a 2-piece molecular cluster, C5H14N3 overall from the OMol25 dataset. Energies are from ωB97M-V with the def2-TZVPD basis set.

Results
**LUMO**: -2.689 eV
**HOMO level**: -12.12 eV
**Frontier orbital gap**: 9.432 eV
**Net charge**: +1

Atoms and positions in Å:
C1 0.71 -1.61 -1.54
C2 0.57 -2.36 -0.45
N1 0.38 -1.78 0.87
N2 0.75 -2.12 -2.85
H1 0.76 -0.52 -1.50
H2 0.55 -3.44 -0.52
H3 1.22 -1.28 1.17
H4 0.22 -2.53 1.54
H5 0.86 -3.12 -2.83
H6 1.47 -1.69 -3.41
C3 0.25 3.39 1.05
C4 -0.23 2.11 0.47
C5 -1.08 1.31 1.09
N3 -1.52 0.03 0.55
H7 -0.16 3.57 2.04
H8 1.34 3.41 1.10
H9 -0.02 4.23 0.40
H10 0.15 1.82 -0.51
H11 -1.47 1.54 2.07
H12 -1.65 0.10 -0.46
H13 -0.68 -0.82 0.75
H14 -2.41 -0.24 0.95

Results of the Mulliken charge analysis, in e, for atoms 1 through 6: number 1, C, carries -0.010; number 2, C, carries -0.433; number 3, N, carries -0.558; number 4, N, carries -0.504; number 5, H, carries 0.229; number 6, H, carries 0.243

---

Most stable structure - *C*; separation to the second - 9.9 kJ/mol.

---

*A*
Here is C5H14N3 as an isolated structure from the OMol25 dataset. Energies are from ωB97M-V with the def2-TZVPD basis set.

Results
**LUMO**: -3.913 eV
**HOMO level**: -13.05 eV
**Frontier orbital gap**: 9.133 eV
**Net charge**: +1

Atoms and positions in Å:
C1 -1.55 2.03 0.27
C2 -0.07 1.61 0.20
C3 -1.61 1.58 1.69
C4 -0.34 0.88 1.46
C5 0.73 -1.64 -2.34
N1 0.15 -0.21 1.88
N2 0.52 -1.40 -0.89
N3 1.71 -1.59 -0.12
H1 -1.80 3.03 -0.02
H2 -2.00 1.34 -0.41
H3 0.02 0.90 -0.76
H4 0.76 2.28 0.08
H5 -1.52 2.27 2.49
H6 -2.24 0.84 2.05
H7 0.22 -0.79 -2.72
H8 1.70 -1.63 -2.74
H9 0.26 -2.58 -2.68
H10 2.38 -0.94 -0.52
H11 -0.06 -0.88 2.59
H12 -0.17 -1.96 -0.49
H13 0.75 -0.64 1.22
H14 2.16 -2.49 -0.26

Results of the Mulliken charge analysis, in e, for atoms 1 through 6: number 1, C, carries -0.722; number 2, C, carries -0.170; number 3, C, carries -0.656; number 4, C, carries 0.530; number 5, C, carries -0.932; number 6, N, carries -0.237

---

*B*
Here is an isolated ion of composition C5H14N3 and charge +1 from the OMol25 dataset. Energies are from ωB97M-V with the def2-TZVPD basis set.

Results
**LUMO**: -2.940 eV
**Structure (SMILES)**: CN1CC[N@@H+](C)[C@@H]1N
**HOMO level**: -12.82 eV
**Frontier orbital gap**: 9.878 eV
**Net charge**: +1

Atoms and positions in Å:
C1 -2.18 -0.08 -0.91
N1 -1.03 0.10 -0.17
C2 -0.73 -0.96 0.89
C3 0.77 -0.76 1.19
N2 1.24 0.01 0.10
C4 1.65 -0.85 -1.03
C5 0.08 0.86 -0.25
N3 0.18 2.03 1.05
H1 -3.24 0.04 -0.40
H2 -2.12 0.76 -1.70
H3 -2.26 -0.99 -1.46
H4 -0.98 -2.01 0.63
H5 -1.42 -0.61 1.62
H6 0.85 -0.25 2.16
H7 1.42 -1.62 1.27
H8 1.97 0.56 0.47
H9 0.79 -1.51 -1.30
H10 1.78 -0.14 -1.92
H11 2.60 -1.44 -0.93
H12 0.02 1.46 -1.16
H13 -0.48 2.92 0.99
H14 1.11 2.48 0.87

Results of the Mulliken charge analysis, in e, for atoms 1 through 6: number 1, C, carries -0.827; number 2, N, carries 0.015; number 3, C, carries -0.807; number 4, C, carries -0.588; number 5, N, carries -0.016; number 6, C, carries -0.755

---

*C*
Here is an isolated ion of composition C5H14N3 and charge +1 from the OMol25 dataset. Energies are from ωB97M-V with the def2-TZVPD basis set.

Results
**LUMO**: -3.861 eV
**Structure (SMILES)**: CCCCNC(N)=[NH2+]
**HOMO level**: -13.52 eV
**Frontier orbital gap**: 9.660 eV
**Net charge**: +1

Atoms and positions in Å:
C1 2.85 -1.49 -0.33
C2 1.78 -0.62 -0.98
C3 1.56 0.63 -0.01
C4 0.27 1.40 -0.39
N1 -0.86 1.21 0.50
C5 -1.77 0.04 0.42
N2 -2.88 0.22 -0.14
N3 -1.34 -1.17 0.83
H1 2.22 -2.24 0.26
H2 3.42 -0.90 0.50
H3 3.65 -1.99 -0.97
H4 0.81 -0.98 -1.07
H5 2.25 -0.42 -1.97
H6 1.77 0.44 1.07
H7 2.36 1.43 -0.11
H8 0.14 1.20 -1.46
H9 0.45 2.52 -0.45
H10 -0.71 1.60 1.54
H11 -3.14 1.17 -0.35
H12 -3.73 -0.37 0.07
H13 -0.26 -1.23 1.00
H14 -1.84 -1.86 1.34

Results of the Mulliken charge analysis, in e, for atoms 1 through 6: number 1, C, carries -1.003; number 2, C, carries -0.498; number 3, C, carries -0.725; number 4, C, carries -0.832; number 5, N, carries -0.248; number 6, C, carries 0.333

---

*D*
Here is a 2-piece molecular cluster, C5H14N3 overall from the OMol25 dataset. Energies are from ωB97M-V with the def2-TZVPD basis set.

Results
**LUMO (alpha / beta)**: -3.252 / -3.132 eV
**HOMO level (alpha / beta)**: -10.97 / -12.09 eV
**Frontier orbital gap (alpha / beta)**: 7.717 / 8.957 eV
**Net charge**: +1

Atoms and positions in Å:
C1 -0.82 0.09 -1.69
C2 0.00 -1.20 -1.62
C3 -0.16 -0.20 0.53
C4 2.60 -0.23 1.39
C5 -1.05 2.01 -0.10
N1 -0.51 0.72 -0.43
N2 -0.85 -0.31 1.74
N3 -0.05 -1.54 -0.18
H1 -0.54 0.73 -2.52
H2 -1.90 -0.13 -1.77
H3 -0.40 -2.00 -2.24
H4 1.03 -0.99 -1.90
H5 2.43 -0.07 2.43
H6 2.96 0.60 0.81
H7 2.86 -1.21 1.06
H8 -2.13 1.98 0.08
H9 -0.54 2.40 0.78
H10 -0.86 2.68 -0.94
H11 -1.43 0.50 1.96
H12 -0.30 -0.59 2.54
H13 -0.89 -2.10 0.04
H14 0.77 -2.05 0.14

Results of the Mulliken charge analysis, in e, for atoms 1 through 6: number 1, C, carries -0.568; number 2, C, carries -0.561; number 3, C, carries -0.085; number 4, C, carries -1.000; number 5, C, carries -1.059; number 6, N, carries 0.124

---

Most stable structure - *C*; separation to the second - 96.7 kJ/mol.